[1]
The following is a DFT calculation (ωB97M-V/def2-TZVPD) of one molecule with the formula C22H28N2O4S in a non-equilibrium geometry.

```
57
Properties=species:S:1:pos:R:3:nbo_charge:R:1
C -2.1959 -3.9460 -0.5847 -0.64
C -1.5362 -3.4175 0.6787 -0.08
O -0.4615 -2.5486 0.3164 -0.52
C -0.4655 -1.2973 0.7631 0.83
O -1.2632 -0.8563 1.5524 -0.63
C 0.7275 -0.5207 0.2025 -0.13
C 1.9644 -1.0716 0.9571 -0.40
C 3.2523 -0.4025 0.5717 -0.07
C 3.6850 0.7473 1.2153 -0.13
C 4.8630 1.3803 0.8555 -0.33
C 5.6431 0.8617 -0.1713 0.30
O 6.8154 1.3965 -0.6127 -0.49
C 7.3013 2.5594 0.0114 -0.25
C 5.2235 -0.3032 -0.8148 -0.25
C 4.0494 -0.9225 -0.4447 -0.19
C 0.8424 -0.7527 -1.3092 -0.42
C -0.2180 0.0783 -2.0537 -0.23
N -1.2584 0.5537 -1.1701 -0.44
C -2.4942 0.0056 -1.2214 0.67
O -2.7483 -0.9753 -1.9055 -0.64
C -3.5609 0.7044 -0.4767 -0.34
S -3.7754 2.4288 -0.5921 0.37
C -5.2463 2.2629 0.3521 0.11
C -6.0731 3.4421 0.6943 -0.66
N -5.5080 1.0555 0.6905 -0.45
C -4.5991 0.1574 0.2310 0.20
C -4.7705 -1.2820 0.5592 -0.65
C -0.8066 1.4570 -0.1373 -0.22
C 0.5339 0.9779 0.4482 -0.41
H -3.0556 -4.5557 -0.3222 0.21
H -2.5192 -3.1143 -1.2078 0.25
H -1.4921 -4.5493 -1.1525 0.21
H -1.1055 -4.2306 1.2724 0.18
H -2.2455 -2.8570 1.2944 0.21
H 1.7911 -0.9411 2.0282 0.22
H 2.0321 -2.1409 0.7477 0.23
H 3.0988 1.1599 2.0234 0.20
H 5.1608 2.2710 1.3861 0.22
H 8.2365 2.7961 -0.4935 0.20
H 7.4977 2.3930 1.0756 0.18
H 6.6070 3.3984 -0.1033 0.18
H 5.8427 -0.7053 -1.6010 0.22
H 3.7517 -1.8328 -0.9445 0.21
H 0.7151 -1.8133 -1.5213 0.23
H 1.8364 -0.4514 -1.6412 0.22
H 0.2447 0.9593 -2.5122 0.19
H -0.6987 -0.5141 -2.8336 0.25
H -6.9363 3.1166 1.2682 0.24
H -6.4084 3.9458 -0.2112 0.23
H -5.4948 4.1539 1.2817 0.23
H -4.2026 -1.5192 1.4586 0.23
H -4.4105 -1.8964 -0.2604 0.24
H -5.8211 -1.4838 0.7482 0.23
H -0.7006 2.4699 -0.5459 0.19
H -1.5536 1.4748 0.6561 0.24
H 0.5421 1.1848 1.5178 0.23
H 1.3673 1.5089 -0.0133 0.22
```

Computed properties:
LUMO level, eV: 0.59
SMILES: CCOC(=O)C1(Cc2ccc(OC)cc2)CCN(C(=O)c2sc(C)nc2C)CC1
Charge: 0
Energy above the lowest of the compared OMol25 structures with the same formula, charge and spin, eV: 0.0000
Energy, eV: -45275.0158
E_HOMO, eV: -8.522

[2]
The following is a DFT calculation (ωB97M-V/def2-TZVPD) of C39H26LuN7O6S2 as an isolated structure in a non-equilibrium geometry.

```
81
Properties=species:S:1:pos:R:3:mulliken_charge:R:1
Lu -1.4479 0.0061 -0.2127 1.56
C 0.6124 2.2675 4.7600 -0.90
C 0.5782 1.0289 5.5559 -0.26
C 0.0674 -0.1764 5.2751 -0.87
C -0.8491 -0.5961 4.1566 0.83
N 0.1601 1.1944 2.6978 0.75
C 0.5190 2.3332 3.4312 -0.57
N -0.4976 -1.9280 3.7045 -0.59
C -0.9017 -2.4731 2.6276 -0.26
N -1.6586 -2.0125 1.5331 0.02
C -2.0313 -3.0959 0.8161 -0.18
N -2.7820 -3.2281 -0.2431 -0.45
C -3.5407 -2.2365 -0.8068 0.52
C -4.1870 -2.5647 -2.0190 -0.66
C -5.0944 -1.6971 -2.5661 -0.31
C -5.3893 -0.5052 -1.8998 -0.81
C -4.6787 -0.2229 -0.7643 -0.39
N -3.7418 -1.0303 -0.2272 -0.34
C -1.3896 -4.3293 1.3583 0.28
C -1.4418 -5.6473 0.9487 0.03
C -0.7235 -6.5800 1.6927 -0.60
C 0.0089 -6.1866 2.8154 -0.59
C 0.0387 -4.8547 3.2193 -0.20
C -0.6644 -3.9410 2.4595 -0.07
H 0.8349 3.1860 5.2912 0.40
H 1.1122 1.1078 6.4999 0.33
H 0.2538 -0.9782 5.9847 0.34
H 0.6961 3.2490 2.8796 0.62
H -3.9398 -3.5150 -2.4717 0.45
H -5.5864 -1.9367 -3.5014 0.36
H -6.1022 0.2080 -2.2893 0.41
H -4.8479 0.7095 -0.2365 0.64
H -2.0182 -5.9249 0.0739 0.51
H -0.7287 -7.6238 1.3982 0.37
H 0.5610 -6.9325 3.3775 0.37
H 0.5968 -4.5315 4.0900 0.51
C -1.0554 0.4975 3.1388 -1.38
C 0.8141 0.8478 1.5510 0.72
N 0.5543 -0.3001 0.9945 0.22
N 1.5403 -0.6271 0.0410 -0.98
C 1.2624 -1.2340 -1.0552 0.52
S -0.2225 -1.7425 -1.7983 -0.61
S 2.7769 -1.4911 -2.0174 -0.21
C 2.4113 -0.2321 -3.2918 0.04
C 3.6898 0.3075 -3.8673 -0.19
C 4.0289 0.0964 -5.2003 -0.40
C 5.2017 0.6242 -5.7325 -0.53
C 6.0528 1.3723 -4.9315 -0.36
C 5.7231 1.5864 -3.5960 -0.67
C 4.5554 1.0569 -3.0685 -0.06
C 1.6605 1.8266 0.8457 -0.89
C 2.8215 2.4076 1.3373 0.27
C 3.5533 3.3008 0.5657 -1.08
C 3.0828 3.6135 -0.7123 -0.57
C 1.9249 3.0506 -1.2158 -0.74
C 1.1695 2.1159 -0.4675 0.50
O 0.1082 1.5651 -0.9516 -0.33
H -1.8333 -0.7170 4.6396 0.28
H -1.6938 1.2650 3.5709 0.66
H -1.5844 0.0928 2.2959 0.53
H 1.7750 -0.6739 -4.0549 0.50
H 1.8502 0.5593 -2.7894 -0.17
H 3.3615 -0.4870 -5.8261 0.34
H 5.4477 0.4516 -6.7743 0.35
H 6.9637 1.7906 -5.3437 0.35
H 6.3794 2.1731 -2.9629 0.38
H 4.2941 1.2233 -2.0277 0.40
H 3.1682 2.1357 2.3300 0.47
H 4.4687 3.7376 0.9455 0.34
H 3.6385 4.3119 -1.3310 0.42
H 1.5672 3.2997 -2.2086 0.45
O -4.0421 5.4142 -1.6129 -0.66
C -3.5896 4.3329 -1.3385 0.51
C -3.3385 3.1936 -2.3132 -0.21
O -3.5887 3.2043 -3.4981 -0.68
C -2.7701 2.1028 -1.5101 1.21
C -2.7008 2.4880 -0.1521 0.42
O -2.2782 1.6752 0.7731 -0.77
C -3.2006 3.8416 0.0434 -0.02
O -3.3146 4.4635 1.0817 -0.71
O -2.4302 0.9370 -1.9138 -0.92
```

Computed properties:
LUMO level, eV: 4.23
Charge: -2
Energy above the lowest of the compared OMol25 structures with the same formula, charge and spin, eV: 2.1207
Energy, eV: -118877.3292
E_HOMO, eV: -2.594

[3]
The following is a DFT calculation (ωB97M-V/def2-TZVPD) of C20H31O5PtS as an isolated structure in a non-equilibrium geometry.

```
58
Properties=species:S:1:pos:R:3:nbo_charge:R:1
O -0.5847 -0.4050 -5.4321 -0.60
C -0.7821 0.8999 -6.1062 -0.07
C -0.2451 0.5028 -7.4857 -0.47
H -0.0965 1.6597 -5.6796 0.19
H -1.8531 1.2034 -6.0915 0.19
C -0.1993 -0.8722 -6.7861 0.28
H 0.7303 0.9618 -7.7212 0.23
H -0.9434 0.6333 -8.3202 0.23
C 1.1726 -1.5208 -6.7706 -0.62
H 1.9425 -0.8460 -6.3674 0.22
H 1.4655 -1.8050 -7.7963 0.23
H 1.1020 -2.4378 -6.1679 0.21
C -1.2137 -1.8495 -7.3770 -0.63
H -2.2166 -1.4216 -7.5173 0.22
H -1.3216 -2.6829 -6.6777 0.21
H -0.8477 -2.2585 -8.3360 0.23
Pt -0.7020 -0.7139 -2.3349 1.05
C -2.2927 -0.9328 0.5625 -0.19
C -1.9868 0.4575 0.6701 -0.12
C -2.1149 1.0678 -0.5765 0.00
H -1.7376 0.9550 1.5964 0.29
C -2.5144 0.0224 -1.5676 -0.50
C -2.5668 -1.2451 -0.7746 -0.10
H -2.9542 -2.1949 -1.1292 0.25
H -2.3506 -1.5964 1.4198 0.26
H -2.1086 2.1287 -0.8159 0.28
H -3.1792 0.2159 -2.4206 0.29
C 0.5548 -2.2578 0.5886 -0.23
C -0.1477 -3.0045 -0.3597 -0.15
C 0.1633 -2.5304 -1.6882 -0.34
H -0.7926 -3.8456 -0.1600 0.24
C 1.0653 -1.3233 -1.4865 -0.32
C 1.3214 -1.2782 -0.0557 0.00
H 2.0925 -0.6866 0.4059 0.26
H 0.5226 -2.4047 1.6636 0.26
H 0.1290 -3.1233 -2.6016 0.27
H 1.7552 -0.9203 -2.2364 0.28
O 3.1557 2.8400 -5.2426 -0.54
C 2.9463 1.7454 -4.3164 -0.07
C 1.5927 1.9747 -3.6133 -0.46
H 3.7246 1.7298 -3.4873 0.17
H 3.0008 0.7534 -4.8445 0.17
C 1.2265 3.4729 -3.9011 -0.45
H 1.7357 1.8081 -2.5291 0.26
H 0.8414 1.2366 -3.9293 0.18
C 2.1674 3.8981 -5.0344 -0.07
H 1.4316 4.0601 -3.0016 0.22
H 0.1848 3.6476 -4.2147 0.22
H 2.6649 4.9009 -4.9699 0.20
H 1.6281 3.9711 -6.0066 0.17
C 2.4273 2.5673 0.5896 -0.88
S 0.8108 1.8150 0.3458 2.37
O 0.6304 0.8540 1.4371 -1.00
O -0.1366 2.9396 0.3580 -0.98
O 0.8701 1.1472 -0.9943 -1.03
H 2.5446 2.8792 1.6374 0.26
H 2.4492 3.4476 -0.0649 0.25
H 3.2011 1.8357 0.3244 0.23
```

Computed properties:
LUMO level (spin up / spin down), eV: -3.88 / -7.05
Charge: +1
Energy above the lowest of the compared OMol25 structures with the same formula, charge and spin, eV: 2.5299
Energy, eV: -45545.8944
E_HOMO (spin up / spin down), eV: -11.491 / -11.490
2S+1: 5

[4]
The following is a DFT calculation (ωB97M-V/def2-TZVPD) of an isolated ion of composition C7H9NO4PS and charge -1 in a non-equilibrium geometry.

```
23
Properties=species:S:1:pos:R:3:nbo_charge:R:1
C 3.2882 1.4328 1.8376 -0.59
C 2.4462 0.0796 1.9154 -0.41
C 1.3855 0.1180 0.8487 -0.22
C 0.1521 -0.5057 0.9443 -0.25
C -0.6913 -0.4572 -0.1572 -0.31
P -2.5676 -0.3627 -0.1135 2.17
C -3.2221 -1.2971 -1.6412 -1.00
O -3.0360 -1.0010 1.1593 -1.17
O -2.7935 1.0972 -0.2018 -1.15
C 0.0722 0.1815 -1.2636 -0.22
N -0.4028 0.2755 -2.6018 0.51
O -0.1436 1.2271 -3.3448 -0.42
O -0.9440 -0.7114 -3.0378 -0.37
S 1.5811 0.6745 -0.7602 0.51
H 3.7612 1.5354 0.9674 0.20
H 3.9090 1.5582 2.6799 0.20
H 2.5963 2.2697 1.9396 0.21
H 2.1029 0.0604 2.9792 0.22
H 3.0192 -0.8072 1.7926 0.21
H -0.2822 -0.8933 1.8485 0.24
H -4.2636 -1.3712 -1.4140 0.22
H -3.0933 -0.7574 -2.5907 0.23
H -2.8738 -2.3459 -1.7861 0.22
```

Computed properties:
LUMO level, eV: 2.63
SMILES: CCc1cc([P@@](C)(=O)[O-])c([N+](=O)[O-])s1
Charge: -1
Energy above the lowest of the compared OMol25 structures with the same formula, charge and spin, eV: 1.3341
Energy, eV: -37208.5326
E_HOMO, eV: -5.066

[5]
The following is a DFT calculation (ωB97M-V/def2-TZVPD) of C6H9O2 as an isolated structure in a non-equilibrium geometry.

```
17
Properties=species:S:1:pos:R:3:nbo_charge:R:1
O -3.7875 0.4990 -0.0905 -0.69
C -2.7220 -0.1587 -0.0432 0.61
O -2.5183 -1.3439 -0.4162 -0.70
C -1.6095 0.6098 0.5624 0.14
C -0.2682 0.1057 0.3926 -0.58
C 0.5724 0.3728 -0.9338 -0.47
C 2.7395 0.7117 0.0706 -0.64
C 2.0172 -0.0867 -0.7651 -0.13
H -1.9327 1.3687 1.2970 0.20
H 0.4784 0.4791 1.1060 0.23
H 0.1710 -2.7091 0.4963 -0.04
H -0.2443 -0.9451 0.7286 0.29
H 0.0582 -0.1012 -1.7827 0.22
H 0.6550 1.4598 -0.9652 0.18
H 2.5738 1.8030 -0.0109 0.14
H 3.6377 0.4346 0.6265 0.18
H 0.1792 -2.4996 -0.2724 0.04
```

Computed properties:
LUMO level, eV: 1.19
Charge: -1
Energy above the lowest of the compared OMol25 structures with the same formula, charge and spin, eV: 7.2676
Energy, eV: -10456.7500
E_HOMO, eV: -2.926

[6]
The following is a DFT calculation (ωB97M-V/def2-TZVPD) of a 3-piece molecular cluster, C4H13NO3 overall in a non-equilibrium geometry.

```
21
Properties=species:S:1:pos:R:3:nbo_charge:R:1
C 0.7809 0.0938 1.3091 -0.60
C 0.5631 -0.0203 -0.2214 -0.32
C 0.3244 -1.5080 -0.5784 -0.60
C -0.5642 0.8557 -0.6870 0.69
N -1.8376 0.4350 -0.4430 -0.84
O -0.3566 1.8454 -1.3878 -0.65
H 1.3923 0.9672 1.5291 0.22
H -0.1530 0.0922 1.8627 0.21
H 1.3740 -0.7346 1.6832 0.21
H 1.5048 0.2466 -0.6811 0.24
H 1.2319 -2.0171 -0.2442 0.21
H 0.4370 -1.6897 -1.6581 0.21
H -0.6444 -1.8712 -0.2867 0.21
H -1.9857 -0.1373 0.3845 0.42
H -2.5561 1.0448 -0.8073 0.40
O -1.8396 -1.6840 1.8303 -0.97
H -1.5116 -2.5847 1.7746 0.49
H -2.2475 -1.5296 2.6862 0.49
O 2.3191 2.5113 -1.9043 -0.98
H 2.3996 3.3865 -2.2872 0.46
H 1.3692 2.2978 -1.8732 0.50
```

Computed properties:
LUMO level, eV: 0.27
SMILES: CC(C)C(N)=O.O.O
Charge: 0
Energy above the lowest of the compared OMol25 structures with the same formula, charge and spin, eV: 0.3331
Energy, eV: -11992.1382
E_HOMO, eV: -9.732